Record 1
DFT (ωB97M-V/def2-TZVPD) results for a cluster of 2 separate species, C3H9NO2 in total in a non-equilibrium geometry.

Its SMILES is NCCC=O.O. For the total energy, the calculation gives -324.90358 a.u. The calculation puts the molecular weight at 91.11 g mol⁻¹. As for the charge: 0. The frontier orbital gap comes out at 9.76 eV. The calculation puts the energy above the lowest of the compared OMol25 structures with the same formula, charge and spin at 181.26 kJ/mol.

Positions of all 15 atoms, in Å:
N 0.4165 -0.7147 2.3523
C 0.4132 -1.1320 0.9221
C 0.4510 0.1201 0.0644
C 0.1344 -0.2149 -1.3928
O 0.9876 -0.0657 -2.2321
H 1.2703 -0.9918 2.8223
H -0.3522 -1.1718 2.8232
H 1.0993 -1.9317 0.6348
H -0.5465 -1.6384 0.8221
H 1.4041 0.6433 0.1214
H -0.3061 0.8337 0.3827
H -0.9241 -0.4146 -1.6032
O -1.2403 1.9261 -1.8245
H -0.6323 2.6186 -2.0856
H -2.1748 2.1340 -1.8071

=====

Record 2
DFT (ωB97M-V/def2-TZVPD) results for a cluster of 3 separate species, C3H9NO2 in total in a non-equilibrium geometry.

Its SMILES is C=CN=C.O.O. For the total energy, the calculation gives -324.84739 a.u. The calculation puts the molecular weight at 91.11 g mol⁻¹. As for the charge: 0. The frontier orbital gap comes out at 9.99 eV. The calculation puts the energy above the lowest of the compared OMol25 structures with the same formula, charge and spin at 328.77 kJ/mol.

Positions of all 15 atoms, in Å:
C 1.3927 -0.2892 0.1479
C 0.6042 -1.2288 -0.3043
N -0.5743 -1.8472 0.2637
C -0.4582 -2.1916 1.4796
H 1.3367 -0.0482 1.2009
H 2.2977 0.0065 -0.3608
H 0.6644 -1.6347 -1.3093
H -0.7648 -3.1225 1.9550
H 0.2789 -1.6967 2.1311
O -1.5620 1.0394 -0.0812
H -2.0636 0.8218 -0.8808
H -1.2900 0.1285 0.1210
O -0.1874 3.6490 -1.6208
H 0.7377 3.4338 -1.7832
H -0.4121 2.9801 -0.9588

=====

Record 3
DFT (ωB97M-V/def2-TZVPD) results for a cluster of 2 separate species, C3H9NO2 in total in a non-equilibrium geometry.

Its SMILES is CC(=O)O.CN. For the total energy, the calculation gives -324.92848 a.u. The calculation puts the molecular weight at 91.11 g mol⁻¹. As for the charge: 0. The frontier orbital gap comes out at 9.89 eV. The calculation puts the energy above the lowest of the compared OMol25 structures with the same formula, charge and spin at 115.88 kJ/mol.

Positions of all 15 atoms, in Å:
C -1.3661 -0.2037 -0.2621
C -0.9900 0.7238 0.8560
O -1.3142 0.6563 2.0003
O -0.4317 1.8551 0.3344
H -2.3453 0.2370 -0.4833
H -1.3435 -1.2523 0.0115
H -0.8382 -0.1409 -1.2062
H -0.0255 2.3917 1.0215
C 1.7226 -2.1078 -1.2418
N 2.0777 -0.6765 -1.2807
H 2.6413 -2.6018 -0.9128
H 1.3539 -2.5816 -2.1491
H 1.0899 -2.2745 -0.3693
H 1.3293 -0.0844 -0.9688
H 2.5134 -0.4449 -2.1565

=====

Record 4
DFT (ωB97M-V/def2-TZVPD) results for a cluster of 2 separate species, C3H9NO2 in total in a non-equilibrium geometry.

Its SMILES is CC(N)=O.CO. For the total energy, the calculation gives -324.90821 a.u. The calculation puts the molecular weight at 91.11 g mol⁻¹. As for the charge: 0. The frontier orbital gap comes out at 10.80 eV. The calculation puts the energy above the lowest of the compared OMol25 structures with the same formula, charge and spin at 169.09 kJ/mol.

Positions of all 15 atoms, in Å:
C -0.0491 2.9656 -1.1684
C 0.3181 2.1896 -0.0117
N -0.0066 0.8366 -0.2452
O 0.8689 2.5799 0.9860
H -0.8468 3.6219 -0.8774
H -0.4159 2.4099 -2.1008
H 0.8082 3.4508 -1.6757
H 0.0305 0.1352 0.4903
H -0.2978 0.4083 -1.1412
C -0.0523 -3.0054 0.5734
O -0.4299 -3.7709 1.7936
H 0.4971 -3.7139 0.0035
H -0.9933 -2.7126 -0.0004
H 0.6025 -2.1814 0.8083
H -0.0336 -3.2136 2.5658

=====

Record 5
DFT (ωB97M-V/def2-TZVPD) results for an isolated molecule of C3H9NO2P2 in a non-equilibrium geometry.

Its SMILES is N[C@@H](C[PH]#[PH2])C(=O)O. For the total energy, the calculation gives -1007.60374 a.u. The calculation puts the molecular weight at 153.06 g mol⁻¹. As for the charge: 0. The frontier orbital gap comes out at 9.52 eV. The calculation puts the energy above the lowest of the compared OMol25 structures with the same formula, charge and spin at 333.58 kJ/mol.

Positions of all 17 atoms, in Å:
N -1.8094 -0.4719 -0.0277
C -0.8858 0.5350 -0.4984
C 0.5530 0.2560 -0.0455
P 0.7528 -0.1039 1.8022
P 2.8730 -0.4213 1.7136
C -0.9610 0.6853 -2.0415
O -0.5656 1.6360 -2.6650
O -1.5035 -0.3934 -2.6778
H -1.5200 -1.2477 0.4520
H -2.7843 -0.2212 -0.2015
H -1.2892 1.4415 -0.1025
H 0.8274 -0.6043 -0.5693
H 1.3373 1.0585 -0.2510
H 0.7860 1.2858 2.2890
H 2.9665 -0.5371 3.0483
H 2.7241 -1.7203 1.8933
H -1.5012 -1.1771 -2.1181

=====

Record 6
DFT (ωB97M-V/def2-TZVPD) results for a cluster of 2 separate species, C3H9NO2S in total in a non-equilibrium geometry.

For the total energy, the calculation gives -723.08173 a.u. Its spin multiplicity is 2. The calculation puts the molecular weight at 123.18 g mol⁻¹. As for the charge: -1. The frontier orbital gap (spin up / spin down) comes out at 2.82 / 9.15 eV. The calculation puts the energy above the lowest of the compared OMol25 structures with the same formula, charge and spin at 127.40 kJ/mol.

Positions of all 16 atoms, in Å:
O -1.6986 0.3901 -2.7832
C -1.3318 0.7637 -1.6942
C -1.1178 -0.1529 -0.5054
C 0.3017 -0.7123 -0.6368
S 0.5441 -2.1262 0.4263
N -1.3538 0.5013 0.7360
H -1.1136 1.8107 -1.4878
H -1.7841 -1.0028 -0.6788
H 1.0166 0.0939 -0.4359
H 0.4833 -0.9461 -1.6850
H 1.5942 -1.7221 1.1667
H -0.5946 0.5603 1.3983
H -2.2462 0.2793 1.1372
H 3.2082 0.9091 1.7069
H 1.7387 0.6475 2.0495
O 2.3536 0.7065 1.2863

=====

Record 7
DFT (ωB97M-V/def2-TZVPD) results for a structure of composition C3H9NO2S in a non-equilibrium geometry.

For the total energy, the calculation gives -722.97684 a.u. The calculation puts the molecular weight at 123.18 g mol⁻¹. As for the charge: 0. The frontier orbital gap comes out at 9.63 eV. The calculation puts the energy above the lowest of the compared OMol25 structures with the same formula, charge and spin at 502.81 kJ/mol.

Positions of all 16 atoms, in Å:
C -0.2035 -2.3747 1.0029
C -0.9936 2.5155 -1.3505
C -0.1301 -1.0333 1.7105
N -0.5862 1.4580 -2.2595
O -0.3376 -0.9805 -2.3416
O 0.3372 -0.1437 1.1440
S -0.5424 0.1449 -1.4368
H 0.3764 -2.3868 0.1240
H 0.2290 -2.8964 1.8018
H -1.0839 -2.8851 0.8034
H -1.6307 2.2197 -0.5505
H -1.5689 3.1785 -2.0981
H -0.0628 2.9507 -0.8508
H -0.3564 -1.0701 2.8802
H -4.5642 -1.2513 0.9022
H -5.2059 -1.6584 1.3588

=====

Record 8
DFT (ωB97M-V/def2-TZVPD) results for a cluster of 2 separate species, C3H9NO2S2 in total in a non-equilibrium geometry.

Its SMILES is O=CNCCSS.O. For the total energy, the calculation gives -1121.31147 a.u. The calculation puts the molecular weight at 155.24 g mol⁻¹. As for the charge: 0. The frontier orbital gap comes out at 9.64 eV. The calculation puts the energy above the lowest of the compared OMol25 structures with the same formula, charge and spin at 89.22 kJ/mol.

Positions of all 17 atoms, in Å:
O 0.9830 -4.0619 1.2746
C 1.2059 -2.9013 0.9969
N 0.5866 -2.2806 -0.0374
C 0.6314 -0.8323 -0.2659
C 0.6933 0.0267 0.9837
S -0.0403 1.6702 0.7031
S 1.2661 2.7146 -0.4137
H 1.9334 -2.2549 1.5061
H -0.0562 -2.8338 -0.5722
H 1.4622 -0.6155 -0.8994
H -0.2203 -0.5676 -0.8977
H 1.7284 0.2048 1.2761
H 0.1340 -0.3402 1.8450
H 0.7822 2.6149 -1.6659
O -3.3747 3.2734 -1.1210
H -3.5506 3.1810 -2.0616
H -4.1644 3.0026 -0.6505